DFT (ωB97M-V/def2-TZVPD) results for the molecule C6H12O.

The calculation puts the HOMO-LUMO gap at 10.732 eV. As for the energy relative to the best compared isomer or geometry (same formula, charge and spin): 0.461 eV. Its LUMO energy is 1.085 eV. Its structure (SMILES) is C[C@H]1CO[C@@H](C)C1. The calculation puts the HOMO energy at -9.65 eV.

```
! RIJCOSX wB97M-V def2-TZVPD def2/J DEFGRID3
* xyz 0 1
C -2.11529 0.67182 -0.03981
C -1.05303 -0.29376 0.50630
C -0.48472 -1.23246 -0.57128
O 0.82150 -1.55962 -0.15501
C 1.39394 -0.36798 0.37379
C 2.05196 0.45347 -0.73135
C 0.22597 0.37563 1.06511
H -2.59764 0.25354 -0.93227
H -1.66910 1.63307 -0.32334
H -2.90287 0.87368 0.69418
H -1.49190 -0.92030 1.29393
H -1.04766 -2.16495 -0.66597
H -0.47758 -0.73481 -1.55705
H 2.15861 -0.69107 1.08879
H 2.74793 -0.17159 -1.29936
H 2.60126 1.30231 -0.30857
H 1.30322 0.85158 -1.42683
H 0.25237 1.44814 0.83692
H 0.28303 0.27330 2.15181
*
```

DFT (ωB97M-V/def2-TZVPD) results for a cluster of 9 separate species, C53H130F6N9O19S2 in total.

The calculation puts the HOMO-LUMO gap (alpha / beta) at 2.841 / 5.933 eV. Its LUMO energy (alpha / beta) is -6.823 / -6.823 eV. The calculation puts the HOMO energy (alpha / beta) at -9.66 / -12.76 eV.

```
! RIJCOSX wB97M-V def2-TZVPD def2/J DEFGRID3
* xyz 4 2
C -2.47945 -18.29477 -18.97438
C -2.24843 -19.69000 -18.38649
C -2.55023 -20.81467 -19.46213
C -1.51913 -20.98657 -20.60162
C -0.16812 -21.16863 -19.98062
C 0.31580 -20.10737 -18.90232
N -0.80068 -19.82710 -17.97785
O -0.49417 -19.00260 -16.85243
C 0.92920 -18.90173 -19.47138
C 1.45387 -20.84267 -18.19349
C -3.23038 -19.96948 -17.09713
H -2.52686 -17.44265 -18.29635
H -3.49974 -18.40613 -19.34139
H -1.81126 -18.18105 -19.82802
H -3.53705 -20.56249 -19.85034
H -2.81180 -21.75666 -18.98013
H -1.48866 -20.12507 -21.26870
H -1.88558 -21.82859 -21.18884
H 0.59032 -21.12042 -20.76200
H -0.21125 -22.14865 -19.50545
H 0.23091 -18.31782 -20.07099
H 1.72968 -19.17992 -20.15691
H 1.58914 -18.32765 -18.82098
H 1.91320 -20.27143 -17.38676
H 2.16364 -21.14233 -18.96455
H 0.95248 -21.72667 -17.79947
H -3.19485 -19.30626 -16.23285
H -2.83313 -20.89197 -16.67369
H -4.26770 -20.07586 -17.41456
C -5.81292 -27.99421 -22.06391
O -6.87801 -27.07183 -21.57849
C -8.13277 -27.72487 -21.14499
C -9.05769 -26.57567 -20.80216
N -8.42402 -25.97787 -19.47662
H -8.60090 -26.64724 -18.74126
H -7.42549 -25.86704 -19.37295
C -8.94882 -24.59998 -18.96796
C -8.33736 -23.43593 -19.62604
O -6.90718 -23.38236 -19.60754
C -6.38472 -23.02955 -18.30770
H -5.77373 -28.80861 -21.34051
H -4.86734 -27.45758 -22.14146
H -6.07614 -28.42417 -23.03033
H -7.86951 -28.39224 -20.32438
H -8.58211 -28.46627 -21.80567
H -10.06408 -26.90606 -20.54507
H -9.11059 -25.82576 -21.59142
H -8.88271 -24.66956 -17.88219
H -10.03198 -24.51334 -19.05378
H -8.72097 -22.45367 -19.35018
H -8.81196 -23.38502 -20.60596
H -6.50418 -22.02633 -17.89857
H -5.30203 -23.15088 -18.27350
H -6.79868 -23.71232 -17.56570
C 3.64315 -16.79352 -23.84361
O 2.40068 -17.19942 -23.35497
C 1.92273 -18.38092 -24.06687
C 0.50303 -18.90567 -23.70423
N -0.55490 -17.76680 -23.35564
H -1.49617 -18.03583 -23.60408
H -0.48153 -17.35373 -22.43691
C -0.53566 -16.50865 -24.29752
C -1.81910 -15.71428 -24.05950
O -1.73739 -15.16062 -22.75836
C -2.85845 -14.42378 -22.23759
H 4.49556 -17.40988 -23.55795
H 3.86067 -15.76302 -23.56280
H 3.76894 -16.86475 -24.92398
H 2.65389 -19.18363 -24.16258
H 1.75939 -18.05746 -25.09488
H 0.55649 -19.50653 -22.79638
H 0.04095 -19.53840 -24.46200
H -0.34298 -16.82294 -25.32329
H 0.35396 -15.92041 -24.07243
H -2.70807 -16.34384 -24.02089
H -1.93445 -15.03973 -24.90789
H -2.71448 -14.48169 -21.15870
H -3.81741 -14.91557 -22.40085
H -2.91276 -13.41845 -22.65527
C -0.57238 -28.04071 -23.81059
O 0.43885 -27.11182 -23.93372
C 0.52702 -26.04083 -22.99010
C -0.65431 -25.07308 -22.82622
N -1.51339 -24.82380 -24.12978
H -0.77919 -24.54506 -24.76490
H -1.84146 -25.67947 -24.55440
C -2.55984 -23.70890 -24.11263
C -3.73835 -24.02972 -23.17461
O -3.34610 -24.14321 -21.85844
C -4.24310 -24.58401 -21.00532
H -1.60371 -27.72009 -23.95782
H -0.58798 -28.37654 -22.77373
H -0.36466 -28.95224 -24.37101
H 1.39820 -25.40983 -23.16610
H 0.68190 -26.48058 -22.00484
H -0.19398 -24.11138 -22.59967
H -1.38525 -25.51880 -22.15156
H -2.92929 -23.63484 -25.13543
H -2.11129 -22.82159 -23.66590
H -4.34217 -24.87188 -23.51264
H -4.44872 -23.21700 -23.32613
H -5.30722 -24.44500 -21.19619
H -3.97059 -24.40850 -19.96463
H -4.12550 -25.65257 -21.18546
C 3.08139 -24.23779 -19.21200
O 3.56405 -23.11866 -19.98871
C 3.63969 -23.44427 -21.43442
C 3.86357 -22.09623 -22.13209
N 5.23399 -21.55482 -21.63702
H 5.36672 -21.81868 -20.67117
H 6.02064 -22.06794 -22.00847
C 5.35252 -20.03633 -21.77155
C 6.50824 -19.47679 -21.00471
O 6.32678 -19.76266 -19.57090
C 7.21063 -19.05504 -18.69699
H 3.85953 -24.98129 -19.03936
H 2.17561 -24.75953 -19.52101
H 2.86169 -23.88038 -18.20598
H 2.64192 -23.68675 -21.80017
H 4.19583 -24.33901 -21.71412
H 3.12994 -21.32167 -21.90858
H 4.10108 -22.11491 -23.19573
H 4.38532 -19.65047 -21.44950
H 5.30154 -19.84971 -22.84424
H 6.68027 -18.40526 -21.10642
H 7.46191 -19.86269 -21.36482
H 7.53572 -18.09605 -19.10042
H 8.07168 -19.68047 -18.46141
H 6.79232 -18.91953 -17.69963
C 4.71742 -14.70950 -17.04379
O 3.28748 -14.92281 -16.76637
C 3.01729 -15.87180 -15.75109
C 1.58774 -16.13733 -15.52818
N 0.92518 -16.38923 -16.91036
H 1.75820 -16.55156 -17.45792
H 0.44339 -17.27689 -16.90391
C 0.01044 -15.25407 -17.60248
C -0.17615 -15.29787 -19.14975
O 1.11176 -15.61111 -19.69933
C 1.05505 -15.35498 -21.12750
H 4.96578 -14.62656 -18.10187
H 5.03849 -15.74925 -16.98112
H 5.26508 -14.12433 -16.30503
H 3.61516 -15.55744 -14.89561
H 3.51383 -16.80934 -16.00123
H 1.12102 -15.22669 -15.15269
H 1.44498 -16.95758 -14.82466
H 0.46691 -14.28828 -17.38575
H -0.92727 -15.25845 -17.04680
H -0.50527 -14.33880 -19.54970
H -0.93554 -16.02838 -19.42863
H 0.65537 -16.24864 -21.60679
H 2.10130 -15.42258 -21.42567
H 0.67176 -14.39722 -21.47947
C -3.17373 -17.89502 -13.69470
O -2.65913 -19.17317 -13.32027
C -1.31772 -19.32087 -13.00837
C -0.81450 -20.77313 -13.22907
N -1.01396 -21.29126 -14.66414
H -1.94943 -20.96872 -14.86656
H -0.42648 -20.74522 -15.27799
C -1.03475 -22.81145 -14.94369
C -2.24545 -23.57351 -14.38369
O -3.44879 -22.78734 -14.66879
C -4.59680 -23.36421 -14.11512
H -2.58796 -17.42417 -14.48418
H -3.14748 -17.34231 -12.75560
H -4.12995 -17.74929 -14.19721
H -1.14362 -19.00579 -11.97952
H -0.61045 -18.66314 -13.51361
H -1.35100 -21.45633 -12.57066
H 0.24188 -20.85356 -12.97278
H -0.10263 -23.24938 -14.58666
H -0.98331 -22.83127 -16.03230
H -2.19081 -23.72384 -13.30549
H -2.27615 -24.60023 -14.74839
H -4.72754 -24.44444 -14.17930
H -5.37312 -22.95406 -14.76102
H -4.75803 -23.03769 -13.08774
C -5.51136 -20.18873 -13.23785
O -5.73113 -18.89780 -12.68983
C -6.60507 -18.83456 -11.52765
C -5.94231 -19.16204 -10.17167
N -4.46962 -18.69236 -10.17629
H -3.87033 -19.47889 -10.38196
H -4.31244 -18.11219 -10.98796
C -3.95267 -18.11761 -8.87423
C -2.49117 -18.04553 -8.86728
O -2.10720 -17.15543 -9.94937
C -0.67207 -16.79497 -10.16817
H -4.93136 -20.66428 -12.44692
H -4.92461 -20.18365 -14.15643
H -6.39274 -20.79690 -13.44136
H -7.42772 -19.52962 -11.69565
H -6.94071 -17.80842 -11.37771
H -6.00227 -20.24082 -10.02762
H -6.47625 -18.73543 -9.32256
H -4.28629 -18.99283 -8.31677
H -4.56954 -17.33391 -8.43447
H -2.15877 -19.08300 -8.90293
H -2.15778 -17.67179 -7.89915
H -0.27045 -16.47398 -9.20703
H -0.73531 -15.88119 -10.75902
H -0.03565 -17.42651 -10.78804
C -7.33135 -18.67473 -18.29142
F -7.35052 -17.48863 -17.68295
F -6.27975 -18.70417 -19.16785
F -7.08483 -19.70940 -17.43035
S -8.86238 -18.93374 -19.34780
O -9.11880 -17.78325 -20.26420
O -8.58717 -20.18934 -20.02169
N -10.08216 -18.92904 -18.15934
S -11.08938 -19.84875 -18.88248
O -11.22755 -19.82487 -20.34644
O -10.97536 -21.13051 -18.23916
C -12.85351 -19.22976 -18.29347
F -12.69860 -18.57874 -17.13749
F -13.26603 -18.40207 -19.21539
F -13.69126 -20.21304 -18.12802
*
```

DFT (ωB97M-V/def2-TZVPD) results for a structure of composition C6H6N2.

The calculation puts the HOMO-LUMO gap at 10.709 eV. As for the energy relative to the best compared isomer or geometry (same formula, charge and spin): 2.871 eV. Its LUMO energy is 0.812 eV. The calculation puts the HOMO energy at -9.90 eV.

```
! RIJCOSX wB97M-V def2-TZVPD def2/J DEFGRID3
* xyz 0 1
C -2.13478 0.07611 -0.15434
C -0.74083 -0.08264 -0.57050
C 0.04709 -0.86909 0.45891
C 0.19756 1.05389 0.05663
C 1.53865 0.50021 -0.46298
C 1.42434 -0.77460 -0.20615
H -0.72775 -0.26808 -1.68068
H -0.30828 -1.87769 0.81349
H -0.78270 0.42375 1.67718
H -0.03553 2.14089 0.11112
H 2.42586 0.95190 -0.90953
H 2.28091 -1.48731 -0.35458
N -3.31805 -0.07765 -0.10883
N 0.13352 0.29030 1.33027
*
```

DFT (ωB97M-V/def2-TZVPD) results for a structure of composition C36H33BCl2MoN10O2S.

The calculation puts the HOMO-LUMO gap (alpha / beta) at 7.379 / 5.544 eV. As for the energy relative to the best compared isomer or geometry (same formula, charge and spin): 1.227 eV. Its LUMO energy (alpha / beta) is -3.036 / -5.086 eV. The calculation puts the HOMO energy (alpha / beta) at -10.41 / -10.63 eV.

```
! RIJCOSX wB97M-V def2-TZVPD def2/J DEFGRID3
* xyz 1 4
Mo -0.49113 -0.23438 -0.35256
C 1.36096 -2.03081 -3.38296
C 1.39770 -0.55714 -3.18237
C 1.63383 0.41139 -4.16209
C 1.63588 1.61244 -3.48741
N 1.42368 1.35961 -2.18955
N 1.25756 0.03873 -1.99373
B 1.42002 2.33027 -1.00643
N -0.03389 2.74460 -0.77519
C -0.59927 3.95169 -0.87602
C -1.96117 3.80083 -0.72181
C -2.16564 2.43435 -0.52944
C -3.46673 1.75295 -0.31174
N -0.98061 1.80671 -0.56094
N 1.91040 1.54888 0.22693
C 2.98118 1.80682 0.98895
C 3.09742 0.80417 1.92234
C 2.03380 -0.06164 1.66288
C 1.76077 -1.32817 2.39068
N 1.32577 0.40680 0.62823
N 2.34057 3.49560 -1.22567
C 3.58769 3.44213 -1.76704
C 4.27125 4.56424 -1.38364
C 3.35789 5.28223 -0.57764
C 3.59904 6.55467 0.15002
N 2.21851 4.62444 -0.49847
H 1.67685 -2.25980 -4.39774
H 2.03159 -2.52752 -2.68326
H 0.35799 -2.43304 -3.23793
H 1.78559 0.24738 -5.20859
H 1.76399 2.61070 -3.84958
H 0.00364 4.82373 -1.03360
H -2.71172 4.56339 -0.75249
H -4.27004 2.42652 -0.60171
H -3.53048 0.84058 -0.90481
H -3.60186 1.49877 0.74149
H 3.59762 2.66750 0.84175
H 3.84134 0.70761 2.68451
H 2.12573 -1.24081 3.41270
H 0.69771 -1.56828 2.41643
H 2.29585 -2.15392 1.91847
H 3.89036 2.61310 -2.37315
H 5.27523 4.84173 -1.63554
H 4.16491 7.24734 -0.46870
H 2.65685 7.00822 0.44312
H 4.17723 6.36055 1.05462
O -1.17226 -0.51712 -2.06591
C -1.93030 -1.28791 -2.79069
C -1.84526 -1.30231 -4.19264
C -2.59248 -2.19861 -4.92307
C -3.45274 -3.09580 -4.28159
C -3.59681 -3.06445 -2.91575
C -2.85876 -2.15518 -2.13708
C -3.06567 -2.03090 -0.74583
N -2.38301 -1.22601 0.04410
N -2.83006 -1.14203 1.29075
C -2.01106 -0.45993 2.05180
O -0.91371 -0.03651 1.51864
C -2.38581 -0.16771 3.42926
C -1.84995 0.94951 4.07020
C -2.29704 1.29240 5.33080
C -3.25513 0.51673 5.96410
C -3.75968 -0.61737 5.34524
C -3.33987 -0.95704 4.07546
H -1.16976 -0.60903 -4.67224
H -2.51062 -2.21135 -5.99988
H -4.03295 -3.79274 -4.86389
H -4.27869 -3.73522 -2.41638
H -3.87285 -2.59217 -0.28384
H -1.11712 1.55469 3.55319
H -1.90829 2.17104 5.82120
H -3.60718 0.80068 6.94303
H -4.48821 -1.22502 5.85799
H -3.73777 -1.82124 3.56926
Cl 0.16063 -2.82554 -0.43919
C 0.92836 -3.95611 0.63667
C 2.15816 -4.48584 0.29823
C 2.75672 -5.40562 1.14989
C 2.13428 -5.78133 2.32876
C 0.89785 -5.25348 2.66138
Cl 0.10831 -5.73070 4.10591
C 0.26223 -4.31546 1.82082
S -1.25453 -3.62686 2.24319
H 2.64854 -4.17469 -0.61120
H 3.70983 -5.83264 0.88610
H 2.60876 -6.48629 2.99190
*
```

In Ha, the E values for the records above are, in order, -311.04234, -5413.22220, -341.61706, -3501.25574.
In eV/Å, the max |F| values for the records above are, in order, 0.27, 5.51, 5.49, 2.48.